# 1
Density functional theory data (wB97M-V/def2-TZVPD) for a cluster of 2 separate species, C3H10N2O in total.

Last column: Löwdin charge in e.
Positions of all 16 atoms, in Å:
N 1.460 1.159 -1.762  0.116
C 0.101 1.274 -1.894  -0.436
O -0.626 0.519 -2.473  0.025
H 1.916 1.911 -1.289  0.082
H 2.055 0.621 -2.362  0.101
H -0.204 2.232 -1.425  0.129
C -0.775 -1.337 0.071  -0.167
N 0.225 -0.977 1.077  -0.176
C -0.354 -0.284 2.265  -0.138
H -1.565 -0.608 -0.075  0.063
H -1.330 -2.222 0.384  0.072
H -0.214 -1.575 -0.826  0.071
H 0.804 -0.259 0.652  0.056
H -0.755 -1.071 2.910  0.070
H 0.460 0.261 2.733  0.069
H -1.198 0.358 2.013  0.063

Its structure (SMILES) is NC=O.CNC. For the LUMO energy, the calculation gives 0.02785 Eh. The value obtained for the frontier orbital gap is 9.578 eV. As for the charge: 0. The calculation puts the HOMO energy at -8.820 eV. As for the energy relative to the best compared isomer or geometry (same formula, charge and spin): 25.50 kcal per mole.

---

# 2
Density functional theory data (wB97M-V/def2-TZVPD) for the molecule C9H17BN2O5.

Last column: Löwdin charge in e.
Positions of all 34 atoms, in Å:
O -0.709 1.818 -0.568  0.042
C -0.151 0.763 -0.253  -0.370
C 1.303 0.790 0.162  -0.227
C 1.662 2.097 0.874  -0.077
C 3.056 2.458 0.397  -0.377
O 3.979 2.114 1.379  -0.034
C 3.315 1.689 -0.928  -0.113
N 2.127 0.782 -1.109  0.006
N -0.891 -0.422 -0.270  0.002
C -0.286 -1.746 -0.006  -0.057
C -1.263 -2.818 -0.557  -0.337
O -1.855 -3.613 0.427  -0.043
C -2.374 -2.006 -1.276  -0.066
C -2.283 -0.595 -0.727  -0.135
B -2.963 -0.379 0.695  -0.588
O -3.518 -1.459 1.391  0.143
O -2.852 0.847 1.311  0.172
H 1.546 -0.102 0.714  0.124
H 1.648 1.971 1.960  0.129
H 0.919 2.859 0.577  0.125
H 3.165 3.563 0.247  0.157
H 3.956 1.169 1.558  0.097
H 4.212 1.081 -0.820  0.107
H 3.467 2.281 -1.823  0.110
H 1.578 1.225 -1.840  0.099
H 0.698 -1.864 -0.458  0.125
H -0.228 -1.913 1.072  0.135
H -0.713 -3.472 -1.233  0.144
H -2.485 -3.027 0.959  0.100
H -3.360 -2.425 -1.108  0.126
H -2.213 -1.976 -2.349  0.118
H -2.515 0.174 -1.474  0.154
H -3.776 -1.197 2.295  0.130
H -2.194 1.333 0.782  0.078

Its structure (SMILES) is O=C([C@@H]1C[C@@H](O)CN1)N1C[C@@H](O)C[C@H]1B(O)O. For the LUMO energy, the calculation gives 0.01535 Eh. The value obtained for the frontier orbital gap is 9.756 eV. As for the charge: 0. The calculation puts the HOMO energy at -9.338 eV. As for the energy relative to the best compared isomer or geometry (same formula, charge and spin): 3.65 kcal per mole.

---

# 3
Density functional theory data (wB97M-V/def2-TZVPD) for a structure of composition C16H18N4NiOSTe.

Last column: Löwdin charge in e.
Positions of all 42 atoms, in Å:
Ni -3.187 0.516 -0.591  -0.101
N -3.410 3.952 1.978  0.008
C -3.412 2.700 1.309  -0.874
S -3.454 2.699 -0.438  0.585
N -3.405 1.647 2.047  -0.024
N -3.455 0.497 1.283  -0.176
C -3.005 -0.639 1.837  -0.151
C -2.975 -1.735 0.975  -0.302
C -2.794 -3.100 1.331  -0.069
C -2.823 -4.060 0.363  -0.135
C -3.038 -3.685 -0.988  -0.116
C -3.203 -2.348 -1.280  -0.157
N -3.172 -1.397 -0.359  -0.022
H -3.744 4.681 1.366  0.031
H -3.935 3.911 2.840  0.053
H -2.666 -0.682 2.863  0.101
H -2.643 -3.356 2.373  0.093
H -2.688 -5.104 0.625  0.080
H -3.060 -4.419 -1.782  0.069
H -3.345 -1.979 -2.290  0.094
C 6.114 0.615 -0.536  -0.088
C 4.603 0.586 -0.535  -0.316
C 3.853 1.676 -0.950  -0.059
C 2.461 1.658 -0.953  -0.341
C 1.729 2.886 -1.418  -0.141
C 1.749 0.515 -0.528  -0.543
Te -0.407 0.512 -0.530  0.854
C 2.516 -0.592 -0.107  -0.334
C 1.885 -1.877 0.374  -0.117
C 3.907 -0.537 -0.118  -0.064
H 6.484 1.577 -0.895  0.057
H 6.530 -0.163 -1.181  0.062
H 6.519 0.457 0.467  0.062
H 4.369 2.575 -1.284  0.093
H 2.437 3.669 -1.707  0.054
H 1.072 3.265 -0.634  0.051
H 1.083 2.654 -2.265  0.052
H 0.800 -1.813 0.342  -0.020
H 2.191 -2.094 1.401  0.067
H 2.201 -2.717 -0.251  0.067
H 4.468 -1.412 0.215  0.105
O -3.151 0.457 -2.369  -0.491

For the LUMO energy (spin up / spin down), the calculation gives 0.17563 / 0.17561 Eh. As for the expectation value of S²: 2.049. The value obtained for the frontier orbital gap (spin up / spin down) is 4.402 / 4.608 eV. Its spin multiplicity is 3. As for the charge: -2. The calculation puts the HOMO energy (spin up / spin down) at 0.377 / 0.170 eV.

---

# 4
Density functional theory data (wB97M-V/def2-TZVPD) for a cluster of 4 separate species, C10H18Cl6O3 in total.

Last column: Löwdin charge in e.
Positions of all 37 atoms, in Å:
C -1.037 -0.969 4.530  -0.025
C -1.034 -1.819 3.292  -0.306
C -0.433 -1.167 2.033  -0.102
O 0.575 -2.142 1.720  0.019
C 0.629 -3.144 2.621  -0.588
O 1.407 -4.086 2.577  0.126
O -0.200 -2.931 3.582  0.108
H -1.202 0.095 4.328  0.085
H -0.085 -0.869 5.052  0.099
H -1.846 -1.337 5.159  0.087
H -2.025 -2.252 3.148  0.154
H 0.013 -0.210 2.296  0.105
H -1.194 -1.141 1.257  0.129
Cl -1.680 0.704 -3.008  0.552
C -2.616 -0.795 -2.772  -0.656
C -1.947 -1.972 -3.422  -0.639
Cl -1.934 -1.752 -5.214  0.521
H -3.616 -0.670 -3.183  0.069
H -2.681 -0.941 -1.695  0.066
H -2.314 -2.955 -3.135  0.081
H -0.894 -2.001 -3.137  0.028
Cl 2.079 -2.392 -2.474  0.576
C 2.010 -0.645 -2.702  -0.690
C 2.607 0.212 -1.602  -0.621
Cl 1.608 0.180 -0.137  0.629
H 0.978 -0.397 -2.949  0.016
H 2.548 -0.438 -3.628  0.075
H 2.795 1.250 -1.867  0.073
H 3.580 -0.235 -1.396  0.070
Cl -0.131 4.677 -1.782  0.538
C 0.799 5.042 -0.310  -0.647
C 0.938 3.761 0.548  -0.654
Cl -0.625 3.125 1.176  0.509
H 0.203 5.732 0.289  0.059
H 1.729 5.570 -0.503  0.075
H 1.625 3.942 1.373  0.073
H 1.369 2.972 -0.065  0.006

Its structure (SMILES) is C[C@H]1COC(=O)O1.ClCCCl.ClCCCl.ClCCCl. For the LUMO energy, the calculation gives 0.01425 Eh. The value obtained for the frontier orbital gap is 10.982 eV. As for the charge: 0. The calculation puts the HOMO energy at -10.595 eV. As for the energy relative to the best compared isomer or geometry (same formula, charge and spin): 16.37 kcal per mole.

---

# 5
Density functional theory data (wB97M-V/def2-TZVPD) for a structure of composition C11H24ClCuN2O9.

Last column: Löwdin charge in e.
Positions of all 48 atoms, in Å:
Cu 17.236 3.986 -15.982  0.426
Cl 19.270 3.963 -13.508  0.617
O 18.914 2.569 -13.634  -0.402
O 20.279 4.141 -12.500  -0.380
O 19.785 4.387 -14.806  -0.380
O 18.091 4.717 -13.196  -0.338
C 14.791 5.304 -17.594  -0.044
C 13.872 4.364 -16.803  -0.530
C 13.562 3.229 -17.799  -0.160
C 12.878 2.003 -17.208  -0.192
C 13.679 1.518 -16.004  -0.153
C 14.105 2.610 -14.988  -0.524
N 14.614 3.786 -15.692  -0.215
O 15.033 4.774 -14.777  -0.247
C 15.232 2.029 -14.154  -0.046
C 12.886 2.876 -14.093  -0.053
C 12.584 5.096 -16.428  -0.043
H 14.281 5.648 -18.501  0.076
H 15.702 4.759 -17.851  0.068
H 15.083 6.209 -17.062  0.078
H 14.466 2.968 -18.358  0.101
H 12.879 3.546 -18.604  0.109
H 12.820 1.186 -17.935  0.096
H 11.834 2.225 -16.969  0.095
H 14.592 1.001 -16.318  0.090
H 13.104 0.739 -15.486  0.107
H 15.021 1.009 -13.812  0.080
H 15.536 2.684 -13.337  0.090
H 16.174 1.920 -14.707  0.058
H 12.738 2.026 -13.415  0.069
H 11.936 3.002 -14.621  0.054
H 12.989 3.767 -13.470  0.077
H 12.246 5.691 -17.283  0.069
H 12.786 5.806 -15.624  0.080
H 11.790 4.407 -16.135  0.051
N 18.223 7.309 -16.234  -0.587
O 18.201 8.170 -15.319  -0.071
O 17.438 6.323 -16.168  -0.089
O 18.940 7.494 -17.245  -0.096
C 18.170 0.282 -17.509  -0.078
C 17.167 1.435 -17.576  -0.279
O 17.902 2.667 -17.683  -0.084
H 17.678 -0.689 -17.406  0.070
H 18.952 0.407 -16.763  0.082
H 18.708 0.235 -18.467  0.065
H 16.555 1.475 -16.679  0.074
H 16.521 1.332 -18.456  0.112
H 18.463 2.556 -18.456  0.097

For the LUMO energy, the calculation gives 0.16885 Eh. The value obtained for the frontier orbital gap is 4.693 eV. As for the charge: -2. The calculation puts the HOMO energy at -0.098 eV. As for the energy relative to the best compared isomer or geometry (same formula, charge and spin): 27.27 kcal per mole.

---

# 6
Density functional theory data (wB97M-V/def2-TZVPD) for the molecule C4H9NO2.

Last column: Löwdin charge in e.
Positions of all 16 atoms, in Å:
C 1.741 1.132 0.901  -0.052
C 0.935 0.462 -0.192  -0.419
O 1.468 -0.815 -0.520  -0.037
C -0.521 0.247 0.232  -0.325
N -0.550 -0.502 1.488  0.065
C -1.271 -0.537 -0.823  -0.214
O -2.259 -0.097 -1.361  0.062
H 2.711 1.433 0.496  0.080
H 1.216 2.025 1.237  0.083
H 1.903 0.425 1.714  0.082
H 1.015 1.092 -1.078  0.143
H 2.303 -0.692 -0.983  0.097
H -1.018 1.216 0.342  0.147
H -1.341 -1.130 1.532  0.076
H -0.601 0.107 2.293  0.080
H -0.891 -1.525 -1.119  0.132

Its structure (SMILES) is C[C@@H](O)[C@H](N)C=O. For the LUMO energy, the calculation gives 0.02861 Eh. The value obtained for the frontier orbital gap is 10.188 eV. As for the charge: 0. The calculation puts the HOMO energy at -9.409 eV. As for the energy relative to the best compared isomer or geometry (same formula, charge and spin): 40.83 kcal per mole.

---

Number 1: molar mass 90.13 g/mol. Number 2: molar mass 244.06 g/mol. Number 3: molar mass 500.71 g/mol. Number 4: molar mass 398.97 g/mol. Number 5: molar mass 427.32 g/mol. Number 6: molar mass 103.12 g/mol.